Formula: C48H51F7N5P2STeV
Source: OMol25
Level of theory: ωB97M-V/def2-TZVPD

```
116
C48H51F7N5P2STeV, DFT ωB97M-V/def2-TZVPD
H -4.27 1.14 -4.95
H 1.73 1.29 -5.84
C -6.42 -1.44 1.29
H -1.79 -1.59 -3.81
H -4.49 1.74 0.33
S 3.56 0.83 0.88
H -0.41 6.07 1.21
C -7.11 -0.29 0.92
C -5.49 -0.56 -5.23
F 2.75 -0.39 6.48
H -1.24 5.06 2.43
H 4.98 1.32 -2.55
H 6.81 1.28 3.14
C -1.00 -0.73 -5.65
C -5.01 0.81 0.55
C -1.24 4.17 0.47
C -1.82 -2.19 2.86
H 5.04 1.05 3.13
H 6.96 2.25 -1.54
C -0.36 -3.33 -2.12
H -4.52 -2.44 1.38
P -0.17 -0.59 -1.71
H 7.25 1.95 0.18
H -4.46 -1.75 -1.77
C 1.81 -1.98 3.41
C -2.26 -3.09 0.68
C 7.03 1.47 -0.77
C 1.59 4.08 -1.27
C 1.45 0.45 4.69
H 2.03 3.49 1.20
C -1.92 -4.37 1.14
C -0.14 -0.25 -3.46
C -5.01 -1.50 1.16
H -1.32 -5.56 2.83
C -4.29 -0.38 0.75
P -2.49 -0.39 0.70
C -0.02 0.09 -6.19
H 5.65 -0.36 -2.45
F 0.81 -1.03 1.49
H 1.38 4.26 -2.34
H -1.94 -5.22 0.44
C 1.37 -4.91 -1.52
H -1.72 -1.24 -6.26
H 0.22 3.26 3.64
H 7.96 -0.69 1.11
C 5.07 0.42 -1.91
C 0.98 0.39 3.35
H 0.03 0.27 -7.26
H -0.20 2.85 -1.48
H -1.82 -1.35 3.55
C -2.72 2.40 2.90
N 6.03 0.12 1.55
H 6.11 -0.28 3.60
N 5.76 0.74 -0.68
H -0.43 -5.43 -2.56
F -2.15 3.23 3.90
H -6.95 -2.32 1.65
F -3.24 1.29 3.55
H -2.69 -3.00 -0.31
Te -2.95 1.17 -2.14
C -1.29 5.38 1.39
H 1.12 2.03 -0.67
H 7.87 0.81 -1.02
H 1.74 -5.93 -1.43
H 2.73 -2.72 5.27
H 6.55 -1.51 0.33
H -1.28 -3.60 4.37
C -1.55 -3.48 3.32
H 0.91 4.70 1.94
H 2.23 -1.75 -0.63
H 3.10 -4.05 -0.58
C 0.86 0.58 -4.01
C 0.15 -4.63 -2.11
H 1.52 5.03 -0.68
H 6.88 -1.73 2.08
H 2.64 3.71 -1.16
C 5.99 0.57 2.93
C -5.63 -2.08 -3.56
H -5.83 -0.20 -6.19
C -6.42 0.82 0.50
F -3.83 3.10 2.43
C -4.60 0.22 -4.52
H -1.31 4.46 -0.59
C -4.69 -1.41 -2.77
C 0.92 2.80 2.92
C 0.38 -2.28 -1.57
H 1.54 1.10 -3.35
C 0.94 0.70 -5.39
N -0.02 3.28 0.60
C -2.11 -1.98 1.51
F 2.00 -3.15 2.75
C -1.04 -0.93 -4.28
C 1.65 -2.56 -1.05
H -2.18 5.97 1.20
H -8.19 -0.25 1.00
C 2.11 -3.86 -1.02
H -1.36 -3.15 -2.49
C 1.14 -0.94 2.79
C -1.80 -0.31 -0.97
N -6.00 -1.69 -4.76
C 2.10 -0.62 5.32
C -4.16 -0.22 -3.27
H -2.10 3.50 0.62
H -6.06 -3.02 -3.21
C 0.62 3.02 -0.74
H 4.07 0.07 -1.67
N 0.49 1.42 2.60
C 1.03 3.65 1.65
F 1.28 1.57 5.44
C 6.92 -1.01 1.25
C 5.17 0.56 0.55
H 1.93 2.79 3.39
C 2.27 -1.88 4.72
H -6.96 1.68 0.11
V -1.15 1.68 1.46
C -1.59 -4.58 2.48
```

For the frontier orbital gap (spin up / spin down), the calculation gives 0.18724 / 0.18898 hartree. As for the total charge: -1. As for the HOMO energy (spin up / spin down): -3.09 / -3.14 eV. As for the multiplicity: 4.